Record 1
Below is a 2-piece molecular cluster, C5H8O2 overall, with properties calculated with wB97M-V/def2-TZVPD.

XYZ file:
```
15
Properties=species:S:1:pos:R:3:nbo_charge:R:1
C -1.1690 1.4900 0.5728 -0.632
C -0.7753 0.0838 0.2512 0.217
C -0.7826 -0.6271 -1.0836 -0.306
C 0.3208 -0.6215 -0.3463 0.015
O 2.1734 0.5010 -1.2295 -0.895
C 0.5774 -1.3555 0.9280 -0.094
O -0.7132 -0.8271 1.3947 -0.530
H -2.2265 1.5187 0.8559 0.226
H -1.0428 2.1358 -0.3017 0.223
H -0.5782 1.8757 1.4089 0.218
H -1.3283 -1.4228 -1.5763 0.204
H 1.3123 0.8888 -1.4152 0.485
H 2.2340 -0.2147 -1.8727 0.476
H 0.6153 -2.4443 0.8486 0.190
H 1.3828 -0.9807 1.5651 0.204
```

Values from the calculation:
HOMO-LUMO gap = 0.344 Ha
structure (SMILES) = C[C@@]12C=C1CO2.O
HOMO = -8.8029 eV



Record 2
Below is a 12-piece molecular cluster, C49H60F9N11O2SSi overall, with properties calculated with wB97M-V/def2-TZVPD.

XYZ file:
```
133
Properties=species:S:1:pos:R:3:mulliken_charge:R:1
C 2.4082 -2.4969 1.6103 -0.605
Si 1.8540 -2.0769 -0.1079 0.464
S 0.6036 -0.2232 0.0442 0.913
O 0.7804 0.4165 1.3253 -0.688
O 0.9319 0.5736 -1.1218 -0.781
C -1.2403 -0.5330 -0.1775 0.429
F -1.7482 0.7091 -0.2161 -0.209
F -1.4163 -1.1174 -1.3746 -0.249
C -1.9499 -1.3507 0.9598 0.609
F -2.9111 -0.5711 1.4830 -0.272
F -1.0488 -1.6436 1.9225 -0.216
C -2.6990 -2.6653 0.5556 0.650
F -3.6034 -2.3437 -0.3898 -0.226
F -3.3442 -3.0579 1.6734 -0.297
C -1.8904 -3.9041 0.0702 0.541
F -1.4683 -3.7441 -1.1848 -0.203
F -0.8237 -4.0973 0.8566 -0.238
F -2.6648 -4.9787 0.1232 -0.260
H 1.8531 -3.3479 2.0123 0.407
H 3.4717 -2.7460 1.5622 -0.184
H 2.2800 -1.6380 2.2751 0.506
H 2.9765 -1.6985 -0.9741 -0.244
H 1.0548 -3.1280 -0.7538 -0.135
N 5.3316 -3.9543 2.7115 0.051
C 5.3366 -4.8491 1.6750 -0.759
C 6.4471 -4.5991 0.9135 -0.252
C 7.1302 -3.5008 1.5092 -0.078
C 6.4206 -3.1318 2.6202 -1.061
H 4.6306 -3.9043 3.4277 0.228
H 4.5450 -5.5699 1.5599 0.426
H 6.7291 -5.1339 0.0216 0.559
H 8.0320 -3.0257 1.1599 0.492
H 6.5939 -2.3533 3.3430 0.403
N 3.3383 1.9240 -2.3352 0.243
C 4.4951 1.2598 -2.0414 -0.465
C 5.5264 1.8912 -2.6868 -0.511
C 4.9659 2.9878 -3.3956 -0.714
C 3.6163 2.9855 -3.1468 -0.484
H 2.4283 1.6702 -1.9901 0.389
H 4.4937 0.4038 -1.3884 0.530
H 6.5638 1.6016 -2.6471 0.416
H 5.4917 3.6973 -4.0122 0.404
H 2.8311 3.6419 -3.4833 0.419
N -7.3736 -0.0069 -0.8550 0.016
C -6.4381 -0.8729 -0.3592 -0.598
C -7.0877 -1.7833 0.4293 -0.204
C -8.4715 -1.4513 0.4084 -1.118
C -8.6171 -0.3499 -0.3940 -0.308
H -7.1736 0.7514 -1.4814 0.263
H -5.3978 -0.7639 -0.6068 0.546
H -6.6229 -2.5934 0.9666 0.571
H -9.2669 -1.9609 0.9261 0.374
H -9.4917 0.2119 -0.6738 0.423
N -6.7648 3.6080 -1.1518 0.153
C -7.7361 4.1290 -1.9664 -0.705
C -7.3360 5.3852 -2.3380 -0.420
C -6.0782 5.6305 -1.7203 -0.586
C -5.7536 4.5174 -0.9940 -0.545
H -6.7906 2.7071 -0.7118 0.153
H -8.6200 3.5650 -2.2151 0.463
H -7.8819 6.0507 -2.9848 0.557
H -5.4803 6.5224 -1.8024 0.424
H -4.8934 4.2956 -0.3859 0.485
N -7.3968 0.4043 3.2057 0.145
C -6.7935 -0.5058 4.0262 -0.215
C -6.5460 0.1088 5.2259 -0.665
C -7.0212 1.4444 5.1223 -0.458
C -7.5410 1.5939 3.8633 -0.560
H -7.6900 0.2195 2.2603 0.224
H -6.5937 -1.5083 3.6889 0.382
H -6.0778 -0.3471 6.0823 0.396
H -6.9857 2.2056 5.8834 0.395
H -7.9986 2.4427 3.3844 0.373
N -10.6498 5.8536 -1.5184 0.000
C -10.6356 6.9427 -2.3443 -0.398
C -11.8776 7.0590 -2.9103 -0.540
C -12.6743 5.9969 -2.4035 -0.385
C -11.8885 5.2744 -1.5452 -0.527
H -9.8656 5.5300 -0.9799 0.267
H -9.7493 7.5426 -2.4574 0.420
H -12.1819 7.8208 -3.6083 0.407
H -13.7047 5.7901 -2.6392 0.394
H -12.1074 4.4023 -0.9528 0.375
N -0.2351 3.4370 -1.0037 0.311
C -1.2185 3.7234 -1.9079 -0.486
C -0.9712 4.9722 -2.4163 -0.679
C 0.2100 5.4559 -1.7899 -0.600
C 0.6384 4.4844 -0.9223 -0.627
H -0.1557 2.5835 -0.4824 0.148
H -2.0049 3.0184 -2.1176 0.510
H -1.5681 5.4806 -3.1550 0.450
H 0.6894 6.4061 -1.9569 0.437
H 1.4873 4.4490 -0.2604 0.515
N 7.0932 -2.7118 -1.8407 0.326
C 8.3752 -3.1781 -1.9728 -0.577
C 9.0935 -2.2248 -2.6451 -0.626
C 8.2106 -1.1476 -2.9312 -0.388
C 6.9810 -1.4828 -2.4306 -0.509
H 6.3446 -3.2011 -1.3845 0.110
H 8.6620 -4.1419 -1.5872 0.531
H 10.1360 -2.2911 -2.9080 0.402
H 8.4500 -0.2369 -3.4543 0.470
H 6.0437 -0.9539 -2.4448 0.301
N 2.8763 -5.6651 -2.8326 0.045
C 1.7426 -5.9855 -2.1385 -0.736
C 2.1080 -6.7388 -1.0519 -0.464
C 3.5254 -6.8565 -1.0875 -0.330
C 3.9661 -6.1984 -2.2030 -0.778
H 2.9014 -5.1190 -3.6746 0.220
H 0.7795 -5.6420 -2.4767 0.554
H 1.4404 -7.1400 -0.3078 0.433
H 4.1579 -7.3688 -0.3810 0.552
H 4.9604 -6.0602 -2.5908 0.505
N 1.0465 3.4706 5.6502 0.024
C 1.0823 2.3798 4.8235 -0.861
C 0.5713 2.7545 3.6096 0.363
C 0.2130 4.1276 3.7100 -0.808
C 0.5179 4.5394 4.9796 -0.502
H 1.3580 3.4845 6.6032 0.170
H 1.4680 1.4353 5.1674 0.367
H 0.4684 2.1193 2.7478 0.525
H -0.2184 4.7408 2.9359 0.415
H 0.4059 5.4966 5.4591 0.389
N 11.4987 -3.4711 1.6529 -0.001
C 12.8026 -3.8840 1.6488 -0.461
C 13.2077 -3.9784 0.3444 -0.755
C 12.1024 -3.6071 -0.4693 -0.176
C 11.0619 -3.2989 0.3668 -0.246
H 10.9423 -3.3256 2.4750 0.193
H 13.3290 -4.0750 2.5681 0.379
H 14.1862 -4.2790 0.0094 0.383
H 12.0777 -3.5693 -1.5456 0.388
H 10.0607 -2.9662 0.1586 0.273
```

Values from the calculation:
HOMO-LUMO gap = 0.287 Ha
structure (SMILES) = C[SiH2]S(=O)(=O)C(F)(F)C(F)(F)C(F)(F)C(F)(F)F.c1cc[nH]c1.c1cc[nH]c1.c1cc[nH]c1.c1cc[nH]c1.c1cc[nH]c1.c1cc[nH]c1.c1cc[nH]c1.c1cc[nH]c1.c1cc[nH]c1.c1cc[nH]c1.c1cc[nH]c1
HOMO = -7.9770 eV



Record 3
Below is C2H8N4O2Tl as an isolated structure at a distorted geometry, with properties calculated with wB97M-V/def2-TZVPD.

XYZ file:
```
17
Properties=species:S:1:pos:R:3:nbo_charge:R:1
Tl -2.4688 -5.7246 26.9772 1.034
C -4.9279 -3.6333 29.5165 0.718
O -4.3572 -4.3267 28.7041 -0.458
N -6.0297 -3.0041 29.4113 -0.582
N -4.3558 -3.3338 30.7069 -0.486
H -6.5862 -3.1778 28.5865 0.464
H -6.3475 -2.3663 30.1271 0.458
H -3.5273 -3.7705 31.0849 0.448
H -5.1161 -3.3326 31.3717 0.426
C 1.1921 -6.1528 28.1632 0.710
O 0.1672 -5.5559 28.0267 -0.504
N 1.4689 -7.4445 27.9851 -0.537
N 2.0562 -5.6692 28.8958 -0.496
H 0.7320 -8.0340 27.6251 0.445
H 2.2048 -7.8390 28.5533 0.442
H 2.8740 -6.2093 29.1402 0.455
H 1.7536 -4.7389 29.1467 0.463
```

Values from the calculation:
HOMO-LUMO gap = 0.080 Ha
total charge = +3
HOMO = -20.7377 eV